Formula: C25H40AsBrCl5N3NiO2SeSi3
Source: OMol25
Level of theory: ωB97M-V with the def2-TZVPD basis set

multiplicity = 3
relative energy (zero: lowest compared OMol25 entry of this formula, charge and spin) = 88.4 kJ/mol
Kohn-Sham gap (spin up / spin down) = 5.211 / 5.190 eV
molar mass = 968.62 g/mol

Geometry (Å):
Ni: -0.1056 0.0381 -1.0166
N: -2.5560 2.4130 3.5958
C: -1.9171 2.7386 2.2648
C: -1.5349 1.4264 1.5894
N: -1.0516 1.5845 0.2415
H: -2.7619 3.2457 4.1460
H: -1.9362 1.7973 4.1458
H: -3.4272 1.8997 3.4521
H: -1.0474 3.3603 2.4722
H: -2.6428 3.3130 1.6909
H: -2.4023 0.7576 1.5786
H: -0.7557 0.9257 2.1695
H: -0.1630 2.0777 0.1697
H: -1.7297 1.9837 -0.3967
C: 2.5320 0.4034 4.7419
Si: 1.1044 -0.7863 4.4783
C: 1.2766 -2.1755 5.7203
C: -0.4402 0.2250 4.9939
As: 0.9122 -1.2041 2.1843
Si: 3.0243 -2.1818 1.6913
C: 4.2867 -0.8257 1.9974
C: 3.3957 -3.6517 2.8031
C: 3.0367 -2.7025 -0.0857
Si: -0.7073 -2.9385 2.1617
C: -0.6485 -4.2469 3.5045
C: -2.3952 -2.0953 2.3029
C: -0.6344 -3.7331 0.4862
H: 2.4652 0.8641 5.7321
H: 2.5267 1.1948 3.9876
H: 3.4984 -0.0968 4.6744
H: 1.4171 -1.7345 6.7117
H: 2.1432 -2.8015 5.5034
H: 0.4027 -2.8234 5.7579
H: -0.6918 0.0653 6.0448
H: -1.3100 -0.0456 4.3897
H: -0.1724 1.2833 4.8694
H: 4.7836 -0.9494 2.9614
H: 3.8413 0.1699 1.9641
H: 5.0522 -0.8611 1.2175
H: 3.7408 -3.3413 3.7914
H: 4.1936 -4.2415 2.3426
H: 2.5346 -4.3094 2.9305
H: 2.7659 -1.8843 -0.7590
H: 2.3689 -3.5405 -0.2962
H: 4.0575 -3.0113 -0.3326
H: -0.9838 -3.8652 4.4694
H: 0.3467 -4.6741 3.6325
H: -1.3254 -5.0571 3.2179
H: -2.5041 -1.4748 3.1960
H: -3.1727 -2.8634 2.3419
H: -2.5862 -1.4835 1.4169
H: 0.1182 -4.5209 0.4195
H: -0.3827 -3.0127 -0.2954
H: -1.5977 -4.1770 0.2210
Br: 5.9245 0.5288 -0.7817
C: 4.9626 1.8356 0.1948
C: 5.7221 2.6695 1.0071
C: 5.1084 3.6264 1.7966
C: 3.7256 3.7382 1.7884
C: 2.9811 2.8892 0.9886
C: 3.5729 1.9306 0.1664
C: 2.6768 1.0736 -0.7204
O: 3.0862 0.6682 -1.7867
O: 1.5202 0.8436 -0.1850
H: 6.7975 2.5582 1.0156
H: 5.7113 4.2777 2.4162
H: 3.2343 4.4832 2.4022
H: 1.9009 2.9541 0.9792
Cl: 1.2086 3.2679 -2.7911
C: -0.1115 2.3011 -3.3853
C: -0.6130 1.2923 -2.5842
C: -1.7647 0.6915 -3.0532
Cl: -2.4385 -0.5363 -1.9626
C: -2.3817 0.9488 -4.2637
Cl: -3.8021 0.1110 -4.7510
C: -1.7967 1.9200 -5.0751
Cl: -2.4938 2.2841 -6.6056
C: -0.6669 2.6089 -4.6292
Cl: 0.0131 3.8462 -5.6159
Se: 0.8362 -1.5376 -2.7958
C: 0.5390 -3.3092 -2.4186
N: 0.3905 -4.4312 -2.1759

***

Formula: C25H40BO4Pb
Source: OMol25
Level of theory: ωB97M-V with the def2-TZVPD basis set

relative energy (zero: lowest compared OMol25 entry of this formula, charge and spin) = 0.0 kJ/mol
Kohn-Sham gap (spin up / spin down) = 5.313 / 5.474 eV
molar mass = 622.60 g/mol
net charge = +1

Geometry (Å):
O: 0.4892 0.3295 -7.6014
C: 0.3517 1.6369 -8.2371
C: 0.1502 1.0534 -9.6318
H: 1.2709 2.2255 -8.1176
H: -0.5155 2.1860 -7.8448
C: 0.3200 -0.3118 -8.9088
H: 0.9485 1.2721 -10.3441
H: -0.8421 1.2034 -10.0564
C: 1.5825 -1.0329 -9.3242
H: 2.4341 -0.3394 -9.2966
H: 1.4719 -1.4054 -10.3517
H: 1.7688 -1.8877 -8.6615
C: -0.9043 -1.2056 -8.9810
H: -1.8185 -0.6693 -8.6890
H: -0.7750 -2.0957 -8.3472
H: -1.0303 -1.5512 -10.0190
Pb: 0.4136 0.4949 -0.3163
C: -2.2235 -0.4866 1.2744
C: -2.1886 0.9168 1.5175
C: -2.4070 1.5818 0.2779
H: -2.1072 1.3876 2.4987
C: -2.5601 0.5883 -0.7354
C: -2.4450 -0.6892 -0.1100
H: -2.5832 -1.6555 -0.5963
H: -2.1609 -1.2619 2.0399
H: -2.5217 2.6570 0.1501
H: -2.8160 0.7686 -1.7763
C: 1.3846 -1.8708 1.6161
C: 0.4905 -2.4918 0.7083
C: 1.0545 -2.4076 -0.5991
H: -0.4320 -3.0062 0.9699
C: 2.3185 -1.7415 -0.4864
C: 2.5099 -1.4092 0.8869
H: 3.3993 -0.9500 1.3220
H: 1.2665 -1.8256 2.6986
H: 0.6421 -2.8533 -1.5042
H: 3.0329 -1.5938 -1.2947
O: 0.4644 0.8016 -2.8782
C: -0.0544 -0.1536 -3.8383
C: -0.4219 0.6448 -5.0627
H: -0.9045 -0.6946 -3.4038
H: 0.7420 -0.8799 -4.0568
C: 0.4359 1.9132 -4.9902
H: -1.4828 0.9225 -5.0406
H: -0.2229 0.0628 -5.9499
C: 0.5973 2.1242 -3.4965
H: -0.0169 2.7677 -5.4915
H: 1.4161 1.7206 -5.4368
H: -0.2114 2.7663 -3.1014
H: 1.5638 2.5577 -3.1995
C: 0.1548 4.1383 3.5446
C: 1.4661 3.3815 3.3016
C: 2.6020 4.3462 3.5214
O: 1.4892 2.9650 1.9201
B: 1.0991 1.6659 1.9716
O: 0.9908 1.0693 3.1837
C: 1.5612 2.0342 4.0999
C: 2.9992 1.6160 4.3886
C: 0.7731 1.9703 5.3843
H: 0.1447 4.5347 4.5702
H: -0.7444 3.5222 3.3905
H: 0.1012 4.9968 2.8591
H: 2.4993 5.2030 2.8472
H: 2.5631 4.7151 4.5529
H: 3.5755 3.8802 3.3492
H: 3.4277 2.2643 5.1608
H: 3.0033 0.5932 4.7762
H: 3.6405 1.6459 3.5008
H: -0.2807 2.2387 5.2470
H: 0.8194 0.9528 5.7897
H: 1.2188 2.6510 6.1218

***

Formula: C25H40Cl4DyN3O3Si
Source: OMol25
Level of theory: ωB97M-V with the def2-TZVPD basis set

multiplicity = 6
relative energy (zero: lowest compared OMol25 entry of this formula, charge and spin) = 231.5 kJ/mol
Kohn-Sham gap (spin up / spin down) = 7.782 / 7.820 eV
molar mass = 763.01 g/mol

Geometry (Å):
C: -3.2009 -5.4729 -0.1057
C: -1.8823 -4.7349 0.0603
H: -3.1094 -6.5107 0.2427
H: -3.4397 -5.5684 -1.1753
H: -4.0529 -5.0087 0.3784
C: -0.7608 -5.2467 -0.4614
C: -0.6802 -6.5873 -1.1569
H: 0.1882 -4.7003 -0.4505
H: -1.0538 -6.5610 -2.2010
H: -1.3280 -7.2582 -0.5742
H: 0.3685 -6.9577 -1.1625
Dy: 0.5855 1.8036 -0.9946
Cl: -1.3386 1.8703 1.0287
Cl: -0.3778 1.6467 -3.4291
C: 1.9041 1.6084 1.9300
O: 2.0531 1.9933 0.7291
N: 2.8246 0.8889 2.5587
C: 4.0565 0.5653 1.8273
C: 2.7237 0.6316 4.0037
H: 0.9862 1.8305 2.4835
H: 3.8384 0.4504 0.7550
H: 4.4669 -0.3640 2.2190
H: 4.8052 1.3612 1.9349
H: 1.6577 0.5612 4.2727
H: 3.1664 1.4562 4.5860
H: 3.2371 -0.2991 4.2654
H: 0.1666 -2.1236 -3.1936
H: 2.1867 -3.9621 -1.8090
C: 1.1360 -1.7047 -3.5095
C: 2.7693 -3.2823 -2.4550
N: 2.1464 -1.9464 -2.4688
H: 0.9727 -0.6427 -3.7404
C: 2.7346 -0.9360 -1.7782
O: 2.3083 0.2456 -1.6968
H: 3.7910 -3.2127 -2.0640
H: 3.6907 -1.2312 -1.2552
H: 1.4366 -2.2479 -4.4204
H: 2.7935 -3.7217 -3.4571
O: -2.2686 -2.4515 -0.7054
C: -1.9159 -3.2625 0.3992
C: 0.5334 -2.7507 0.2758
C: -0.6272 -2.7695 1.0531
H: 0.4654 -2.8322 -0.8126
C: 1.8004 -2.7159 0.8587
H: -2.6966 -3.1945 1.1425
C: -0.5199 -2.3798 2.3853
H: 2.7047 -2.8327 0.2596
C: 1.9046 -2.5446 2.2617
C: 0.7395 -2.2549 2.9968
H: -1.4073 -2.1433 2.9966
H: 2.8582 -2.7279 2.7629
H: 0.8496 -2.0307 4.0810
Si: -3.3234 -1.6677 -1.5379
Cl: -0.1172 -0.3439 -0.4168
C: -2.6310 -1.3607 -3.2502
C: -3.7773 -0.0311 -0.7745
C: -4.7552 -2.7656 -1.3922
H: -1.7493 -0.7181 -3.4017
H: -3.4615 -0.8357 -3.7439
H: -2.4517 -2.3052 -3.7843
H: -4.4013 -3.7182 -1.7851
H: -5.5855 -2.3007 -1.9303
H: -4.8964 -2.8822 -0.3131
H: -3.7616 -0.0162 0.3149
H: -4.8232 -0.0186 -1.1085
H: -3.2851 0.8707 -1.1599
Cl: -0.7511 6.5702 2.2643
C: -0.7803 5.8013 0.7453
C: -1.4730 6.3603 -0.3399
C: -1.5173 5.6699 -1.5423
C: -0.8423 4.4525 -1.6257
N: -0.0567 4.0281 -0.6399
C: -0.0589 4.6230 0.5763
H: -1.9452 7.3309 -0.1987
H: -2.0209 6.0395 -2.4316
H: -0.9032 3.7759 -2.4903
H: 0.4790 4.1299 1.3843

***

Formula: C25H40Cl4N3O3SiZn
Source: OMol25
Level of theory: ωB97M-V with the def2-TZVPD basis set

relative energy (zero: lowest compared OMol25 entry of this formula, charge and spin) = 0.0 kJ/mol
Kohn-Sham gap = 6.856 eV
molar mass = 665.90 g/mol
net charge = -1

Geometry (Å):
C: -3.8771 2.1164 1.5955
C: -4.5284 1.9765 0.2583
H: -3.9098 3.1541 1.9304
H: -2.8260 1.8418 1.5336
H: -4.3431 1.5014 2.3591
C: -5.4418 2.8030 -0.2531
C: -6.0225 4.0265 0.3649
H: -5.8179 2.5711 -1.2463
H: -5.2674 4.5709 0.9367
H: -6.8120 3.7651 1.0728
H: -6.4488 4.7113 -0.3622
Zn: 3.7752 -0.7739 2.2077
Cl: 3.6860 -2.6383 3.5638
Cl: 1.6220 -0.1072 2.6578
C: 2.0516 -2.5597 0.7410
O: 3.0997 -1.8985 0.6208
N: 1.5074 -3.2514 -0.2594
C: 1.8502 -2.9833 -1.6418
C: 0.5359 -4.2929 -0.0001
H: 1.5205 -2.6053 1.6892
H: 2.7766 -2.4234 -1.6709
H: 1.0608 -2.4023 -2.1184
H: 1.9728 -3.9181 -2.1890
H: 0.4278 -4.4365 1.0701
H: 0.8549 -5.2337 -0.4491
H: -0.4347 -4.0219 -0.4162
H: 2.8471 3.9299 2.9308
H: 1.5585 2.8242 0.8505
C: 3.7463 3.9184 2.3157
C: 2.4727 3.1291 0.3441
N: 3.6017 2.9587 1.2423
H: 4.5896 3.6477 2.9435
C: 4.3423 1.8585 1.2077
O: 3.9332 0.7550 0.7936
H: 2.6112 2.4940 -0.5213
H: 5.3743 1.9958 1.5402
H: 3.9105 4.9175 1.9133
H: 2.3875 4.1738 0.0464
O: -2.9960 1.1346 -1.4192
C: -4.0719 0.7880 -0.5584
C: -5.3626 0.5072 -2.7255
C: -5.2108 0.2190 -1.3762
H: -4.6323 1.1364 -3.2110
C: -6.4355 -0.0124 -3.4385
H: -3.7404 0.0084 0.1354
C: -6.1495 -0.5975 -0.7503
H: -6.5418 0.2196 -4.4904
C: -7.3659 -0.8264 -2.8109
C: -7.2185 -1.1184 -1.4606
H: -6.0442 -0.8164 0.3053
H: -8.2009 -1.2311 -3.3675
H: -7.9381 -1.7538 -0.9611
Si: -1.6517 0.1783 -1.6962
Cl: 4.7672 0.5963 3.8055
C: -0.9469 0.8461 -3.2942
C: -2.1524 -1.6194 -1.8845
C: -0.3875 0.3477 -0.3223
H: -1.7300 1.0106 -4.0333
H: -0.2195 0.1586 -3.7257
H: -0.4430 1.7984 -3.1317
H: -0.0638 1.3816 -0.2084
H: 0.4986 -0.2511 -0.5373
H: -0.7881 0.0172 0.6338
H: -3.0036 -1.7307 -2.5556
H: -2.4161 -2.0707 -0.9292
H: -1.3303 -2.2019 -2.3013
Cl: 7.5107 -4.9515 1.3213
C: 7.2228 -3.2316 1.5104
C: 8.3018 -2.3619 1.6368
C: 8.0630 -1.0098 1.8144
C: 6.7509 -0.5478 1.8949
N: 5.6712 -1.3940 1.8044
C: 5.9133 -2.7294 1.5841
H: 9.3216 -2.7270 1.6108
H: 8.8895 -0.3180 1.9269
H: 6.6456 0.4925 2.0864
H: 5.0982 -3.4339 1.5169

***

Formula: C25H40N3O15
Source: OMol25
Level of theory: ωB97M-V with the def2-TZVPD basis set

multiplicity = 2
Kohn-Sham gap (spin up / spin down) = 9.144 / 8.761 eV
molar mass = 622.60 g/mol

Geometry (Å):
C: -0.6969 -3.7331 -0.0870
C: 0.4481 -2.5174 -0.0217
C: -0.2898 -1.2160 -0.7697
C: 0.7013 -2.0779 1.5320
C: 2.2346 -1.6505 1.9101
C: 2.4087 0.0067 1.7615
C: 3.5172 0.6108 2.8559
O: 4.8127 -0.0845 2.8194
C: 3.8582 2.2203 2.5741
N: 4.9216 2.4189 1.4992
N: 2.4238 -1.9186 3.4128
C: 2.5951 -3.2580 3.6573
O: 2.7467 -4.5935 3.8769
C: 3.4022 -2.3071 0.9676
C: 2.7937 -3.4511 -0.0343
C: 2.4194 -4.8787 0.6739
C: 4.0111 -3.7910 -1.1298
N: 1.6853 -2.8098 -0.8334
O: 1.3912 -3.6282 -1.8732
H: -1.1099 -3.9123 -1.1697
H: -1.6169 -3.3172 0.5497
H: -0.3562 -4.7146 0.4515
H: -1.1385 -0.7481 -0.1137
H: 0.4849 -0.4483 -1.1971
H: -0.8379 -1.6938 -1.7164
H: 0.0240 -1.1136 1.7233
H: 0.2362 -2.9212 2.2109
H: 1.3875 0.5557 2.0463
H: 2.6412 0.3399 0.6565
H: 3.0126 0.6012 3.9378
H: 5.1027 -0.2567 1.8639
H: 2.8987 2.8749 2.4300
H: 4.3605 2.5975 3.5890
H: 5.0578 3.4682 1.3840
H: 5.8694 2.1034 1.8666
H: 3.8294 -1.4436 0.2620
H: 4.3296 -2.7337 1.5398
H: 1.9944 -5.6505 -0.1292
H: 3.4158 -5.3729 1.1027
H: 1.6156 -4.8095 1.5242
H: 4.0199 -4.9403 -1.4085
H: 5.0238 -3.4923 -0.5754
H: 3.9475 -3.0875 -2.0830
C: -2.2724 0.9178 3.7743
C: -2.7756 2.2444 3.3054
O: -1.6252 3.0664 3.3594
C: -0.5422 2.2395 3.2759
O: 0.6059 2.6215 3.1228
O: -0.9118 0.9299 3.3851
H: -2.8018 0.0828 3.3072
H: -2.3278 0.8104 4.8627
H: -3.1394 2.2124 2.2729
H: -3.5661 2.6407 3.9486
C: -1.8882 2.1413 -3.5010
C: -3.1884 2.6299 -2.9497
O: -3.8999 1.4354 -2.6871
C: -2.9716 0.4470 -2.5292
O: -3.2232 -0.6762 -2.1256
O: -1.7255 0.8796 -2.8808
H: -1.0553 2.8052 -3.2536
H: -1.9208 2.0001 -4.5864
H: -3.0640 3.1811 -2.0116
H: -3.7325 3.2572 -3.6611
C: -5.8459 -0.9801 2.2963
C: -6.8121 -0.3431 1.3511
O: -6.8621 1.0001 1.7930
C: -5.6956 1.2424 2.4595
O: -5.3291 2.3460 2.8276
O: -4.9929 0.0893 2.6594
H: -5.2768 -1.7882 1.8284
H: -6.3343 -1.3644 3.1979
H: -6.4575 -0.3617 0.3151
H: -7.8029 -0.8034 1.3959
C: 1.3576 4.7496 -6.4079
C: 1.3647 3.4936 -7.2174
O: 0.2730 2.7621 -6.6928
C: -0.5764 3.6683 -6.1263
O: -1.6991 3.4050 -5.7290
O: -0.0061 4.9070 -6.0636
H: 1.7162 5.6128 -6.9753
H: 1.9459 4.6582 -5.4888
H: 1.1862 3.6810 -8.2815
H: 2.2967 2.9325 -7.1068

***

Formula: C25H40NP3Tb
Source: OMol25
Level of theory: ωB97M-V with the def2-TZVPD basis set

multiplicity = 7
relative energy (zero: lowest compared OMol25 entry of this formula, charge and spin) = 0.0 kJ/mol
Kohn-Sham gap (spin up / spin down) = 6.701 / 7.041 eV
molar mass = 606.45 g/mol
net charge = +1

Geometry (Å):
C: -1.6992 2.9416 -3.6814
C: -1.4631 1.7281 -3.0442
C: -0.1036 1.3340 -2.8787
C: 0.9413 2.2533 -3.0757
C: 0.6840 3.4257 -3.7929
C: -0.6358 3.7639 -4.0911
C: 2.2304 1.8659 -2.4140
C: 2.5343 0.4473 -2.7884
C: 1.4625 -0.4433 -2.5960
C: 1.6754 -1.8486 -2.5219
C: 2.9311 -2.3153 -2.8965
C: 3.9426 -1.4319 -3.3109
C: 3.7504 -0.0503 -3.2641
H: -2.7343 3.2595 -3.8413
H: 1.5191 4.0577 -4.1137
H: -0.8592 4.6821 -4.6353
H: 3.0422 2.5397 -2.6916
H: 3.1235 -3.3894 -2.8560
H: 4.8918 -1.8395 -3.6653
H: 4.5305 0.6466 -3.5921
N: 0.1876 0.0708 -2.3654
Tb: 0.3585 0.6366 0.0070
C: -2.5451 0.8910 -2.4215
H: -2.4778 -0.1611 -2.7332
H: -3.5438 1.2681 -2.6729
C: 0.5826 -2.7207 -1.9759
H: -0.3402 -2.6331 -2.5698
H: 0.8899 -3.7731 -1.9514
P: -2.3747 0.8879 -0.5654
P: 0.1571 -2.1725 -0.2494
C: 1.3692 -3.1546 0.7106
H: 1.1153 -3.0931 1.7783
H: 1.3529 -4.2043 0.3836
H: 2.3696 -2.7310 0.5558
C: -1.3695 -3.1366 -0.0456
H: -1.1404 -4.2100 -0.0775
H: -1.8250 -2.8867 0.9194
H: -2.0732 -2.8924 -0.8515
C: -3.0076 2.5584 -0.1494
H: -4.0102 2.7029 -0.5772
H: -3.0674 2.6569 0.9448
H: -2.3321 3.3323 -0.5425
C: -3.8021 -0.1753 -0.1984
H: -3.9164 -0.2823 0.8843
H: -4.7064 0.2831 -0.6182
H: -3.6528 -1.1621 -0.6519
H: 2.0716 1.8996 -1.2399
H: 1.9781 -0.0261 0.7423
C: 1.5586 -0.9978 3.9387
C: 0.0436 -0.8514 3.9971
P: -0.7384 0.0213 2.5841
C: -2.4802 0.2604 3.1400
C: -2.7516 0.3834 4.6345
C: -0.0410 1.7656 2.6822
C: -0.1319 2.3950 4.0727
H: 1.9064 -1.3438 2.9609
H: 1.8706 -1.7387 4.6859
H: 2.0737 -0.0586 4.1743
H: -0.4260 -1.8475 4.0094
H: -0.2606 -0.3512 4.9268
H: -2.8828 1.1359 2.6091
H: -3.0140 -0.6207 2.7557
H: -2.2275 1.2225 5.1026
H: -3.8240 0.5539 4.7865
H: -2.4942 -0.5337 5.1749
H: 1.0143 1.7076 2.3539
H: -0.5976 2.3952 1.9609
H: 0.2217 1.7249 4.8650
H: 0.4933 3.2955 4.1048
H: -1.1541 2.7112 4.3082

***

| no. | calculated total energy (a.u.) |
| --- | --- |
| 1 | -13180.40289 |
| 2 | -1494.92275 |
| 3 | -4382.10506 |
| 4 | -5276.45045 |
| 5 | -2269.13609 |
| 6 | -2879.67674 |